No. 1
Below is a structure of composition C32H19Cl3CrFN5O4Se at a distorted geometry, with properties calculated with ωB97M-V with the def2-TZVPD basis set.

Computed properties:
HOMO level (spin up / spin down) = -10.398 / -10.509 eV
<S²> = 3.78
calculated total energy = -183184.4629 eV
HOMO-LUMO gap (spin up / spin down) = 0.2530 / 0.2538 Eh
multiplicity = 4
net charge = +1

```
66
Properties=species:S:1:pos:R:3:forces:R:3
Cr -1.690017 0.365928 -0.851128 0.32 -0.49 0.88
Cl -8.013246 3.770672 -2.573004 0.04 -0.04 0.02
C -6.680410 2.815856 -2.011017 -0.07 0.04 -0.02
C -5.597418 2.601531 -2.843183 0.04 0.04 -0.13
C -4.547417 1.843258 -2.366097 0.13 -0.12 -0.01
Cl -3.142918 1.531977 -3.326294 -0.03 0.14 -0.27
C -4.535229 1.277630 -1.092431 0.37 -0.08 0.16
O -3.536820 0.519404 -0.642779 -0.20 -0.14 -0.43
C -5.643977 1.528164 -0.286725 -0.12 0.04 0.14
Cl -5.653426 0.873623 1.320557 -0.03 0.04 -0.05
C -6.712091 2.284363 -0.733956 -0.09 -0.03 0.17
H -5.574692 3.016025 -3.841946 0.02 -0.02 0.04
H -7.561094 2.460221 -0.087934 0.03 -0.01 -0.01
C 5.405907 -0.958195 -2.980988 0.00 0.01 0.00
C 4.817783 -2.161643 -2.262825 -0.04 0.07 0.02
C 5.703088 -2.604617 -1.111174 -0.05 0.04 0.07
C 5.123710 -3.837324 -0.441837 -0.05 0.01 -0.02
C 3.717824 -3.563279 0.017516 0.09 -0.01 -0.05
C 3.187976 -4.216392 1.104142 0.02 -0.06 0.00
C 1.877299 -3.969750 1.506864 0.04 -0.05 0.06
F 1.407293 -4.620503 2.579886 0.02 -0.01 -0.03
C 1.073953 -3.095984 0.842153 -0.11 0.03 -0.03
C 1.595565 -2.406047 -0.260456 -0.05 -0.01 -0.07
C 0.741386 -1.469749 -0.973672 0.12 -0.09 -0.13
O -0.480915 -1.383148 -0.655225 -0.51 0.34 0.06
C 1.362109 -0.723338 -1.995448 -0.14 0.00 0.03
C 2.665219 -0.983822 -2.339244 0.13 -0.07 -0.03
N 3.437305 -1.888796 -1.742947 -0.02 -0.03 0.00
C 2.920433 -2.620594 -0.666080 0.07 0.03 -0.07
C 0.654781 0.360157 -2.734069 -0.24 -0.08 0.41
O 1.100945 0.865233 -3.730657 0.08 0.06 -0.15
O -0.458725 0.755851 -2.143444 0.33 0.52 -0.80
H 6.452126 -1.173366 -3.194103 -0.01 0.01 -0.01
H 5.364152 -0.066621 -2.351727 0.02 -0.02 -0.02
H 4.924129 -0.744783 -3.934126 0.01 -0.01 0.02
H 4.724462 -2.989974 -2.969310 -0.05 -0.05 -0.01
H 5.790660 -1.784621 -0.391496 0.04 -0.01 -0.01
H 6.698546 -2.810059 -1.501404 0.01 0.00 -0.01
H 5.735591 -4.158219 0.400493 -0.01 0.02 0.01
H 5.110685 -4.664576 -1.158892 0.01 -0.01 0.03
H 3.785119 -4.932580 1.655327 -0.02 0.02 0.01
H 0.050025 -2.929236 1.144283 0.03 0.00 0.00
H 3.089881 -0.420122 -3.157093 -0.03 -0.02 0.02
Se -0.563331 3.369083 6.070524 0.07 0.17 0.38
N -0.365723 4.010147 4.430704 -0.03 -0.08 -0.08
C -0.728094 3.059154 3.612548 -0.03 -0.06 -0.18
C -0.721211 3.205971 2.156036 0.02 0.03 0.20
C -0.320475 4.363347 1.487856 0.02 0.09 0.12
C -0.361621 4.394547 0.112190 -0.01 0.03 -0.07
C -0.811223 3.274735 -0.579173 -0.11 0.02 -0.08
N -1.198676 2.173524 0.054214 0.05 -0.14 -0.11
C -1.142737 2.126440 1.397541 -0.10 -0.14 -0.02
C -1.551162 0.863844 2.014111 -0.04 0.13 -0.23
N -1.903113 -0.108272 1.163082 0.05 -0.03 0.26
C -2.340079 -1.264999 1.639261 0.01 0.05 -0.02
C -2.409707 -1.512681 3.005217 -0.04 -0.06 0.01
C -2.017320 -0.530463 3.888397 -0.01 0.01 0.14
C -1.583370 0.696161 3.389131 0.05 0.14 0.17
C -1.160786 1.823022 4.221511 -0.04 -0.08 -0.16
N -1.145869 1.787208 5.526606 0.01 -0.01 -0.11
H 0.015103 5.216407 2.064668 -0.01 -0.02 -0.02
H -0.053362 5.271463 -0.439248 -0.02 -0.02 0.01
H -0.869638 3.250962 -1.660236 0.04 -0.04 0.02
H -2.640385 -2.006877 0.911225 0.03 0.00 -0.01
H -2.769130 -2.469713 3.355564 0.00 0.01 0.00
H -2.047649 -0.685564 4.959757 -0.01 0.00 -0.03
```
Positions in Å, forces in eV/Å.

Here are the Mulliken charges for atoms 1 to 4, given in e: 0.34, -0.20, 0.48, -0.86



No. 2
Below is a structure of composition C32H19F15GeIN7OPPbS, with properties calculated with ωB97M-V with the def2-TZVPD basis set.

Computed properties:
HOMO level = -10.727 eV
calculated total energy = -176716.2621 eV
energy above the lowest of the compared OMol25 structures with the same formula, charge and spin = 22.2 kJ/mol
HOMO-LUMO gap = 0.3065 Eh
net charge = +1

```
79
Properties=species:S:1:pos:R:3:forces:R:3
Pb 0.565095 -1.186193 1.953053 0.49 -0.20 -0.36
C -3.799985 -0.922259 5.906806 -0.19 0.05 0.04
N -2.444496 -1.169074 5.441556 -0.01 0.02 -0.12
C -1.401482 -1.604882 6.202948 0.18 -0.06 0.05
C -0.324270 -1.700649 5.364885 -0.04 -0.02 0.05
N -0.702933 -1.331618 4.112124 -0.29 0.05 0.19
C -1.986652 -1.011933 4.172321 -0.02 -0.04 0.09
P -3.028486 -0.417800 2.801175 0.31 -0.03 -0.11
C -2.651097 -1.747086 1.603533 0.06 -0.04 0.05
N -1.535702 -2.468319 1.566979 -0.33 -0.03 0.08
C -1.695790 -3.385123 0.570018 -0.03 0.03 0.00
C -2.920933 -3.215259 -0.003731 0.13 -0.11 -0.06
N -3.516849 -2.180248 0.657475 0.00 0.00 0.08
C -4.791209 -1.585103 0.295199 -0.10 0.09 -0.13
C -1.896773 0.905178 2.227283 0.02 0.10 0.04
N -0.573049 0.926562 2.344506 -0.28 0.09 0.18
C -0.156096 2.148627 1.907851 0.07 -0.02 -0.07
C -1.239172 2.878099 1.517944 0.16 0.04 -0.06
N -2.330297 2.084664 1.720935 -0.01 -0.14 0.08
C -3.685604 2.404756 1.308519 -0.13 0.07 -0.14
H -3.862844 -1.162778 6.963879 0.06 -0.02 0.00
H -4.508778 -1.544041 5.363179 0.02 -0.02 0.01
H -4.067938 0.124004 5.770508 0.03 0.00 0.01
H -1.498549 -1.809784 7.254915 -0.06 0.02 -0.01
H 0.684858 -2.009382 5.582550 -0.03 0.00 0.05
H -0.917645 -4.087981 0.324638 -0.06 -0.02 -0.06
H -3.400193 -3.726621 -0.820446 -0.03 0.02 0.02
H -5.469948 -2.361042 -0.049678 0.01 -0.03 0.05
H -4.648917 -0.861786 -0.508450 0.02 0.00 0.03
H -5.226661 -1.089478 1.159633 0.00 -0.03 0.01
H 0.888188 2.413769 1.899658 -0.03 0.07 -0.03
H -1.319085 3.873907 1.117847 -0.03 0.00 -0.02
H -3.861341 3.470835 1.427901 0.02 -0.01 0.05
H -4.396908 1.853337 1.918427 0.01 0.03 0.03
H -3.826534 2.139993 0.259866 0.03 -0.01 0.03
N 5.016450 -0.007371 1.484834 0.04 0.12 0.03
C 4.335430 -1.021152 2.037957 -0.01 0.01 0.04
O 3.195976 -0.887302 2.483318 0.31 0.07 -0.07
C 5.063403 -2.339508 2.097831 0.01 0.01 0.24
I 5.527514 -2.755436 4.150893 0.01 0.01 -0.20
H 4.595857 0.905861 1.446398 -0.06 -0.02 0.00
H 5.942300 -0.114803 1.111296 0.00 -0.08 0.02
H 5.994767 -2.335229 1.541795 0.01 -0.04 0.03
H 4.425661 -3.148885 1.759173 -0.04 0.05 -0.01
F 2.870425 -0.722667 -0.522463 0.12 -0.06 0.00
C 2.919986 -1.318005 -1.733219 -0.18 0.01 -0.18
C 1.966614 -0.986766 -2.677797 -0.21 0.10 0.10
C 2.020063 -1.662333 -3.883111 0.01 0.14 0.16
F 1.085945 -1.438644 -4.813677 0.12 -0.09 -0.09
C 3.017269 -2.582802 -4.165141 -0.02 -0.01 -0.04
F 3.055322 -3.204181 -5.339323 0.02 -0.01 0.01
C 3.976919 -2.863585 -3.205294 -0.11 0.06 -0.01
F 4.935821 -3.740517 -3.459843 0.06 -0.08 0.00
C 3.919921 -2.236859 -1.970407 -0.11 0.08 0.02
F 4.815213 -2.527274 -1.021062 0.12 -0.03 0.04
Ge 0.574434 0.321640 -2.143029 0.19 0.13 -0.50
S -0.540178 -0.482377 -0.505135 -0.19 0.12 -0.05
C 1.498378 2.072718 -1.843823 -0.28 -0.27 0.10
C 0.663527 3.136428 -1.547297 0.04 -0.15 -0.03
F -0.667287 2.938664 -1.575751 -0.02 0.14 0.15
C 1.127528 4.397815 -1.229688 -0.05 -0.03 0.00
F 0.277980 5.374862 -0.906085 0.03 0.03 0.00
C 2.493614 4.628687 -1.241829 -0.04 -0.09 -0.02
F 2.970513 5.823071 -0.928077 0.03 0.10 -0.01
C 3.358833 3.601982 -1.583160 0.00 -0.08 0.02
F 4.670485 3.825006 -1.613459 0.05 0.03 0.02
C 2.855020 2.342856 -1.871809 -0.23 0.09 0.04
F 3.736309 1.389289 -2.188265 0.12 -0.03 0.00
C -0.603783 0.744903 -3.686576 0.32 -0.09 0.13
C 0.009651 1.295544 -4.801629 -0.12 -0.11 0.14
F 1.342425 1.463757 -4.781045 0.01 0.04 -0.12
C -0.682205 1.660963 -5.939656 0.08 0.03 0.02
F -0.050848 2.181442 -6.986865 -0.01 0.01 -0.04
C -2.055528 1.475400 -5.974949 0.06 -0.04 0.10
F -2.746290 1.816900 -7.051032 -0.04 0.03 -0.07
C -2.701803 0.932651 -4.878274 -0.05 -0.03 0.05
F -4.024052 0.758999 -4.902781 0.01 0.01 -0.03
C -1.974600 0.574957 -3.754864 0.06 0.04 0.05
F -2.664906 0.066005 -2.722888 -0.01 0.01 -0.07
```
Positions in Å, forces in eV/Å.

Here are the Mulliken charges for atoms 1 to 4, given in e: 1.15, -0.80, 0.15, -0.29



No. 3
Below is a structure of composition C32H19F3N5ReS3Se, with properties calculated with ωB97M-V with the def2-TZVPD basis set.

Computed properties:
HOMO level (spin up / spin down) = -15.491 / -15.423 eV
<S²> = 0.95
calculated total energy = -149052.3990 eV
energy above the lowest of the compared OMol25 structures with the same formula, charge and spin = 0.0 kJ/mol
HOMO-LUMO gap (spin up / spin down) = 0.2166 / 0.1423 Eh
multiplicity = 2
net charge = +3

```
64
Properties=species:S:1:pos:R:3:forces:R:3
Re 0.250189 0.872597 -0.284475 -0.64 0.22 0.00
S 1.947385 3.689525 4.654414 0.02 0.03 -0.01
C 2.154398 4.144030 6.265934 -0.04 -0.04 0.18
C 1.546554 3.259884 7.180702 0.16 0.23 -0.12
C 0.922381 2.223322 6.544791 -0.09 -0.17 -0.28
C 1.035183 2.285876 5.122458 -0.04 -0.04 0.29
C 0.487132 1.368189 4.176434 -0.05 -0.08 -0.04
C 0.681760 1.552134 2.775697 -0.06 -0.03 -0.04
N 0.172121 0.753011 1.863535 -0.06 -0.08 0.14
C -0.593855 -0.304084 2.302540 0.14 0.19 -0.09
C -0.833743 -0.587814 3.652542 -0.12 -0.17 0.07
C -1.658641 -1.724673 3.986724 0.11 0.15 0.02
C -2.207792 -2.487045 3.019381 -0.03 -0.04 -0.17
C -1.989629 -2.184781 1.625370 -0.12 -0.18 0.19
C -2.562476 -2.912787 0.573644 -0.11 -0.14 0.10
C -2.346719 -2.563062 -0.752417 0.11 0.15 -0.20
C -1.512346 -1.440269 -0.978184 -0.04 -0.07 0.02
N -0.946038 -0.747653 0.000724 0.10 0.08 0.16
C -1.177694 -1.101398 1.306326 -0.01 -0.03 -0.22
C -2.923462 -3.258408 -1.885847 0.19 0.24 0.07
C -2.784913 -2.950121 -3.223653 0.02 0.06 -0.18
C -3.492010 -3.828845 -4.068335 0.13 0.18 0.08
C -4.154297 -4.787760 -3.357884 -0.09 -0.13 0.07
S -3.924162 -4.629220 -1.683790 -0.24 -0.32 0.06
C -0.274887 0.266819 4.593876 0.06 0.10 0.08
H 2.707614 5.042416 6.509880 -0.01 -0.03 -0.01
H 1.581135 3.403895 8.250946 0.01 0.02 -0.02
H 0.397119 1.437281 7.066774 0.01 0.01 -0.02
H 1.253087 2.393246 2.401728 0.00 0.02 0.05
H -1.836198 -1.949020 5.030552 0.01 0.01 0.00
H -2.832504 -3.333378 3.274707 0.01 0.01 -0.01
H -3.197949 -3.758494 0.813397 0.02 0.02 0.00
H -1.305279 -1.089371 -1.979145 -0.01 0.00 -0.01
H -2.205960 -2.117880 -3.602518 -0.03 -0.04 -0.01
H -3.518003 -3.759950 -5.144972 0.01 0.01 0.01
H -4.771672 -5.585134 -3.742813 0.01 0.00 0.03
H -0.448484 0.079214 5.645168 0.00 0.00 -0.02
F -3.390277 3.659551 -2.733320 0.04 0.05 0.00
C -2.276396 4.096649 -3.339800 0.01 -0.04 -0.05
F -2.600056 4.580837 -4.532604 0.01 -0.02 0.11
F -1.763471 5.084661 -2.595769 -0.04 -0.04 -0.01
C -1.279400 2.961227 -3.461875 -0.01 0.03 -0.11
C -0.777209 2.545540 -4.690832 0.02 0.00 -0.07
C 0.142953 1.508413 -4.746706 -0.01 0.02 -0.06
C 0.538745 0.894888 -3.572586 -0.07 0.10 0.11
N 0.043306 1.286438 -2.391539 0.18 -0.20 -0.11
C -0.831858 2.302012 -2.341212 -0.08 0.19 0.15
S -1.210421 2.581669 -0.603908 0.70 -0.45 -0.03
H -1.103564 3.043432 -5.594833 0.01 -0.01 0.00
H 0.555152 1.178925 -5.689545 -0.01 0.02 -0.01
H 1.260300 0.088189 -3.559442 -0.01 0.00 0.00
Se 3.462976 1.885826 0.386886 0.13 0.26 -0.10
N 2.321508 0.656394 -0.310084 -0.11 0.01 0.03
C 3.051080 -0.267920 -0.939103 -0.03 -0.18 -0.20
C 2.560508 -1.443428 -1.584635 -0.01 0.29 0.15
C 3.461255 -2.267443 -2.171534 0.34 -0.12 -0.13
C 4.881034 -2.003711 -2.168537 -0.29 -0.20 -0.09
C 5.385672 -0.908700 -1.569604 -0.07 0.26 0.12
C 4.473464 -0.001444 -0.925631 0.14 -0.07 -0.21
N 4.858026 1.108518 -0.331401 -0.14 -0.08 0.27
H 1.503500 -1.681693 -1.587894 -0.01 0.03 0.03
H 3.111252 -3.165911 -2.664776 0.03 0.00 0.01
H 5.540624 -2.705456 -2.660448 -0.03 -0.02 0.01
H 6.443921 -0.687724 -1.553473 -0.01 0.02 0.03
```
Positions in Å, forces in eV/Å.

Here are the Mulliken charges for atoms 1 to 4, given in e: 1.02, -0.03, -0.25, -0.50



No. 4
Below is a structure of composition C32H20BrN7O5ReS, with properties calculated with ωB97M-V with the def2-TZVPD basis set.

Computed properties:
HOMO level (spin up / spin down) = -12.675 / -12.556 eV
<S²> = 0.95
calculated total energy = -137167.6804 eV
energy above the lowest of the compared OMol25 structures with the same formula, charge and spin = 155.4 kJ/mol
HOMO-LUMO gap (spin up / spin down) = 0.2319 / 0.1865 Eh
multiplicity = 2
net charge = +2

```
67
Properties=species:S:1:pos:R:3:forces:R:3
Re 0.038390 -0.054804 0.185586 0.80 -0.10 -0.27
N -1.941409 1.851401 3.349603 -0.01 0.27 -0.02
C -1.642224 3.052064 2.691385 -0.19 -0.12 0.33
C -1.903597 4.376400 3.026455 0.00 -0.04 0.01
C -1.450477 5.326565 2.137711 0.05 0.02 -0.08
C -0.762088 4.972326 0.961519 -0.04 0.04 0.06
C -0.508801 3.656964 0.638663 0.00 0.00 0.00
C -0.968654 2.693043 1.532365 0.15 -0.35 -0.22
N -0.861269 1.291670 1.514360 -0.14 0.39 -0.37
C -1.455584 0.855606 2.604674 -0.03 -0.17 0.19
C -1.470466 -0.574065 2.795554 0.10 0.18 -0.18
C -1.958929 -1.357639 3.781585 -0.07 -0.09 0.14
S -1.602604 -2.984301 3.442833 -0.01 -0.17 0.09
C -0.828665 -2.537328 2.008408 0.12 0.08 -0.03
N -0.827476 -1.249189 1.762292 -0.56 0.22 -0.05
H -2.433021 1.758625 4.223546 0.00 0.01 0.00
H -2.427712 4.650232 3.932102 0.01 -0.01 -0.01
H -1.625308 6.372516 2.349962 0.01 -0.01 -0.01
H -0.424988 5.756654 0.297554 0.00 0.00 0.01
H 0.014520 3.380430 -0.265908 -0.01 0.01 0.01
H -2.495829 -1.071735 4.672621 0.03 0.00 -0.03
H -0.351915 -3.270201 1.381775 -0.03 -0.01 -0.01
O 1.535462 -0.118491 1.640541 0.18 -0.24 0.14
C 2.779479 -0.073056 1.478010 -0.12 0.05 0.10
C 3.478013 -0.059646 0.253454 0.22 0.00 0.28
C 4.888894 -0.018800 0.330452 -0.12 0.00 0.15
C 5.609168 -0.015064 -0.817619 0.14 -0.03 -0.19
C 4.987701 -0.048601 -2.071078 -0.01 0.00 -0.04
C 3.618461 -0.093244 -2.157402 0.02 0.01 -0.14
C 2.831022 -0.098277 -0.999707 -0.35 0.00 -0.20
O 1.517379 -0.148083 -1.145450 0.42 0.07 -0.06
N 7.083102 0.022899 -0.746307 0.02 0.12 -0.11
O 7.678595 0.030460 -1.799286 0.00 -0.04 -0.05
O 7.581776 0.056583 0.354414 -0.01 -0.04 0.14
H 3.377409 -0.042771 2.392045 -0.01 0.01 0.03
H 5.397563 0.010615 1.286346 -0.02 0.00 -0.02
H 5.606116 -0.037631 -2.958081 0.01 0.00 0.00
H 3.115535 -0.116064 -3.114594 0.03 -0.01 0.01
Br 3.006065 -3.857096 -7.545924 0.20 -0.05 -0.04
C 1.259353 -3.323466 -7.161019 -0.09 0.08 0.04
C 1.028094 -2.022117 -6.715737 -0.10 -0.01 0.01
C -0.259903 -1.626125 -6.414124 0.07 0.07 0.05
C -1.303332 -2.537809 -6.569679 -0.31 -0.05 0.12
C -1.077984 -3.812064 -7.077099 0.09 -0.16 -0.05
C 0.215734 -4.219653 -7.349903 -0.12 0.00 0.01
N -2.666169 -2.226116 -6.311805 0.32 0.10 -0.21
N -2.996479 -1.313869 -5.572308 -0.18 -0.19 0.42
C -2.464414 -0.757109 -4.457445 0.03 0.19 -0.24
C -2.647147 0.636527 -4.292158 0.05 -0.02 0.00
C -2.120951 1.311284 -3.225319 -0.04 0.05 -0.06
C -1.456407 0.586815 -2.217632 0.02 0.03 -0.06
O -0.957435 1.117313 -1.164667 -0.36 -0.20 0.33
C -1.346887 -0.829381 -2.322409 0.06 0.21 0.23
N -0.713088 -1.405090 -1.266425 -0.23 0.14 0.32
C -0.533243 -2.719969 -1.304436 -0.03 -0.05 -0.20
C -1.076107 -3.517111 -2.316103 0.13 0.00 0.19
C -1.761569 -2.937893 -3.355607 -0.06 0.03 -0.16
C -1.854522 -1.540385 -3.404462 -0.12 -0.15 -0.29
H 1.852857 -1.328514 -6.630561 -0.01 0.00 -0.01
H -0.455307 -0.607042 -6.104958 0.03 -0.02 0.00
H -1.919496 -4.473395 -7.241122 0.02 0.02 -0.01
H 0.412866 -5.213668 -7.726042 0.00 0.01 0.01
H -3.187016 1.166612 -5.066038 0.01 -0.02 -0.01
H -2.220631 2.383430 -3.127587 -0.01 -0.01 0.00
H 0.082772 -3.148336 -0.530788 -0.01 -0.04 0.02
H -0.941595 -4.588906 -2.269521 -0.01 0.02 0.01
H -2.221630 -3.553327 -4.117205 0.06 0.01 -0.03
```
Positions in Å, forces in eV/Å.

Here are the Mulliken charges for atoms 1 to 4, given in e: 1.88, -0.04, 0.40, -1.11